[1]
18
Properties=species:S:1:pos:R:3:forces:R:3 method="wB97M-V/def2-TZVPD" lumo_energy_ev=0.9 energy_ha=-327.1262 total_charge=0 largest_force_ev_per_a=0.32 smiles="CNC(=O)C(C)C" de_lowest_kj_mol=13.4 gap_ev=10.424
C 1.970933 -0.863750 0.067884 0.074 -0.045 0.038
C 0.648486 -0.447364 -0.571394 0.052 -0.040 -0.031
H 1.371446 -0.232181 -2.605236 -0.070 0.102 0.150
H 2.552651 0.025466 0.326966 -0.069 -0.135 -0.045
C 0.884187 0.382896 -1.839301 -0.010 0.084 -0.022
N -1.522051 0.102091 0.407116 0.150 -0.037 -0.001
H 2.555922 -1.489823 -0.613437 -0.080 0.100 0.054
H -2.507092 -0.363858 2.212626 -0.030 0.142 -0.089
C -0.171508 0.305745 0.478384 -0.029 -0.066 -0.063
C -2.389181 0.469002 1.507234 -0.079 0.091 0.113
H -1.867682 -0.550963 -0.278260 0.112 0.035 0.132
H 0.086475 -1.349148 -0.853570 0.058 0.122 0.056
H 1.540854 1.231626 -1.622451 -0.115 -0.077 0.002
O 0.344341 1.010847 1.330022 -0.183 -0.144 -0.223
H -1.918421 1.298471 2.035817 -0.131 -0.065 -0.061
H -3.375019 0.772666 1.143066 0.180 -0.024 0.040
H 1.797260 -1.420196 0.993663 0.057 0.026 -0.126
H -0.049447 0.770932 -2.261178 0.115 -0.070 0.076



[2]
64
Properties=species:S:1:pos:R:3:forces:R:3 method="wB97M-V/def2-TZVPD" lumo_energy_ev=2.4 energy_ha=-1877.9909 total_charge=-1 largest_force_ev_per_a=1.98 gap_ev=8.156
H 6.330421 2.232045 0.114823 0.010 0.000 0.021
H 9.276579 4.074932 1.763215 0.015 -0.008 0.030
H -3.196684 0.978024 3.151290 0.445 -0.247 -0.760
H 0.191262 -0.942809 0.333968 0.045 -0.126 -0.340
H 4.946403 1.303588 0.644814 0.017 -0.010 0.000
O -1.776939 -2.958384 0.524701 -0.213 0.163 -0.437
H -0.334502 0.421549 -0.708611 0.132 -0.060 -0.150
H -2.605537 -4.205752 -1.841699 0.003 0.023 0.028
H 4.238553 3.091272 2.173848 -0.014 -0.035 -0.022
C 5.269891 3.065372 1.811074 0.023 -0.005 0.059
H -2.347446 -0.669491 -0.389849 -0.234 -0.121 0.040
H 7.496329 5.696385 1.223996 0.001 0.001 -0.040
C 5.806819 4.496961 1.765085 -0.036 0.001 -0.050
C -5.332557 -3.130591 -4.700201 0.022 0.066 -0.101
C -4.520389 -2.122077 -3.890551 0.003 0.047 0.052
H -5.707237 -3.922618 -4.047287 0.015 0.013 0.030
O -4.068876 -2.169171 4.492757 0.643 -0.125 0.134
H 4.779881 3.979174 -0.845400 -0.013 0.011 0.012
C 7.243081 4.633121 1.262089 0.026 0.040 0.118
C -2.033378 0.012120 4.624063 -0.091 0.082 -0.064
C 5.301876 2.323098 0.477063 -0.096 0.020 0.001
S -1.995454 -1.917057 1.510417 0.382 -1.945 -0.036
C -3.284376 -2.697480 -3.196902 0.040 -0.054 -0.071
H 5.153841 5.111556 1.139072 -0.010 -0.010 0.000
S -4.025732 -1.309675 3.335602 -1.783 -0.155 0.222
H -2.561902 -3.025338 -3.951970 -0.005 0.026 -0.015
C -1.872277 -0.406955 0.553459 -0.115 -0.061 -0.643
H -4.577913 -4.308480 -0.385723 0.025 0.061 0.094
H 4.461385 2.383739 -1.516541 -0.037 0.025 -0.019
H 2.027437 0.319147 1.142978 0.076 -0.079 0.125
H -4.201589 -1.310292 -4.554741 -0.018 -0.009 -0.022
H 8.089868 2.841687 2.168665 -0.012 -0.002 0.027
H 5.831570 2.487711 2.550632 0.006 0.012 0.006
C -4.554524 -3.747687 -5.859072 -0.105 -0.064 0.046
H -4.001907 -4.697519 -2.778323 0.020 0.024 -0.051
N -3.481392 -2.094571 2.033474 0.657 1.297 0.480
C -2.982918 0.069762 3.697882 0.194 -0.056 0.421
H 7.321239 4.264638 0.235557 -0.025 -0.002 -0.004
H -5.446637 -3.152891 -1.392598 0.006 -0.012 -0.015
H -0.467960 1.841230 1.279444 0.094 0.226 0.267
H -4.001067 -2.654252 -0.497315 -0.071 -0.031 0.079
H -0.109904 0.421048 2.300241 0.131 0.232 0.281
H 3.399169 3.038227 -0.267162 0.003 0.060 0.020
C -3.560110 -3.852597 -2.237054 -0.005 -0.013 0.078
N 1.539346 1.202981 1.230590 -0.219 0.249 -0.006
H -5.186705 -4.433224 -6.427076 0.024 -0.001 -0.027
C 4.436775 2.973021 -0.598310 0.095 -0.095 -0.049
O -5.309992 -0.728669 2.992900 0.114 0.169 -0.296
C 0.106175 0.919244 1.358822 -0.083 -0.702 -0.706
H -1.155699 0.642799 4.552047 -0.347 0.678 0.468
C 8.264904 3.917914 2.141245 0.027 0.014 -0.127
H 5.741782 4.922833 2.771462 0.019 0.009 0.003
C -4.451121 -3.465114 -1.063583 -0.125 -0.054 -0.224
O -0.956238 -1.925716 2.521652 -0.103 0.817 0.334
H -2.088860 -0.667709 5.462116 0.339 -0.758 -0.490
H -3.690961 -4.313278 -5.507059 0.019 0.019 -0.004
H -6.214602 -2.622350 -5.101309 -0.024 -0.020 0.019
H 1.665192 1.659054 0.333693 0.163 0.066 -0.037
H -4.199757 -2.974631 -6.544869 0.042 0.000 0.013
C -0.415109 -0.040825 0.274417 -0.221 0.401 0.949
H 8.228204 4.294567 3.165554 -0.021 -0.030 0.017
H -2.464720 0.400576 0.977310 0.136 0.075 0.277
H -2.791649 -1.891883 -2.643337 0.002 -0.020 0.035
H -5.173364 -1.660289 -3.145478 0.011 -0.018 0.022



[3]
74
Properties=species:S:1:pos:R:3:forces:R:3 method="wB97M-V/def2-TZVPD" lumo_energy_ev=1.5 energy_ha=-20000.9901 total_charge=-1 largest_force_ev_per_a=1.26 gap_ev=3.918
H 2.443541 -4.068518 7.096917 -0.025 -0.037 0.000
Cl -2.173170 -8.000755 -5.571227 0.006 0.030 -0.043
H 2.355638 -4.376731 -2.981107 0.008 -0.008 0.059
C -0.200867 2.292980 -4.012617 -0.086 -0.043 0.216
C -4.205133 6.009932 3.434452 0.009 -0.166 -0.131
Cl -4.792423 0.488701 -5.871016 0.097 0.153 -0.106
C 7.681460 0.300443 -4.339005 -0.135 -0.137 0.067
Cl -1.359846 -5.934803 -3.693279 -0.028 -0.028 -0.095
N -3.665350 0.252773 0.859082 0.838 -0.238 0.795
C -3.859663 -1.508710 -2.251847 0.024 0.212 0.297
H -3.210362 1.104997 0.490031 -0.246 -0.289 -0.210
C -2.578442 -6.426566 -4.871984 -0.060 0.030 0.191
H -3.335086 2.075236 -6.784378 -0.053 0.012 -0.017
H 2.133846 2.056628 2.877969 0.069 0.021 0.077
H -5.056327 6.470860 3.919547 0.055 -0.008 -0.003
Cl -0.957565 1.386063 -5.331800 0.057 0.008 -0.028
H 0.140698 -0.939718 1.321849 0.008 0.085 0.048
Cl -5.342479 -1.684033 -3.203824 -0.026 -0.089 -0.018
Cl -0.759170 -0.160767 -0.687277 0.250 -0.050 0.596
Cl 2.028300 -0.223274 0.116295 0.009 0.114 0.440
C 1.792926 -4.935438 7.098461 -0.105 -0.029 -0.066
Cl 0.116358 1.391726 1.600391 -0.052 -0.110 -0.002
H 8.706224 0.543380 -4.590381 -0.049 0.010 0.013
H -5.499167 1.030194 0.702908 0.172 -0.163 0.210
Cl 0.212139 -4.438581 7.712006 0.121 0.010 -0.032
H 4.340981 -0.219908 5.695604 -0.025 -0.026 0.029
Cl -1.425633 2.954658 -2.923341 -0.008 -0.160 -0.267
Cl -5.406002 3.173931 -6.799228 0.064 -0.004 -0.024
H -4.553013 -1.718901 1.765201 0.136 0.181 0.013
Cl 1.701608 1.657126 5.147129 0.069 0.069 -0.154
Cl 6.862833 -0.234971 -5.809783 0.066 0.048 0.055
Cl 4.805054 -2.520943 5.691707 -0.031 0.052 0.004
Cl -4.795522 4.701118 2.408468 0.012 0.105 0.108
Cl -3.382015 7.243672 2.470051 -0.154 -0.019 0.125
Cl 4.273069 2.033283 3.846491 -0.084 -0.032 0.219
C -4.351653 1.768674 -7.000426 -0.133 -0.174 0.179
Cl 5.440861 -0.558390 7.740636 -0.036 0.013 -0.071
Cl 4.911082 0.480656 -1.078105 0.133 0.091 -0.052
Cl 0.587809 4.694452 -0.958964 0.085 0.189 0.205
Cl -3.127879 5.382094 4.687371 -0.040 0.048 -0.020
Cl 0.938142 1.271363 -3.129134 0.056 0.220 -0.247
C 2.151904 -3.840506 -2.062564 -0.127 0.168 0.015
C 4.944421 2.209685 -0.714322 -0.248 -0.101 0.090
Cl -3.499599 -2.267844 3.778211 -0.010 -0.077 0.022
Cl -6.307932 -2.567350 3.092377 0.013 -0.046 0.005
H -4.109841 -1.592481 -1.196526 0.041 0.204 0.043
Cl -4.409230 1.182593 -8.669951 0.047 0.034 -0.017
Cl 3.322979 2.904219 -0.790795 0.194 0.040 -0.046
Cl 2.511902 -6.165226 8.146882 0.016 0.054 -0.011
Cl 7.698860 -0.987321 -3.130786 0.044 0.080 -0.076
Cl -3.144292 0.074213 -2.513590 -0.243 -0.028 -0.289
H 5.561141 2.702542 -1.455200 0.008 -0.041 0.044
Cl 2.315219 4.185792 3.848391 -0.002 -0.045 -0.058
Cl -0.611914 6.892047 0.523554 0.226 0.028 -0.092
C -0.142257 5.187709 0.575537 -0.250 -0.172 0.034
Cl -4.180568 -6.467118 -4.131536 0.096 0.027 -0.071
C 0.350406 -0.097345 0.673263 -0.270 -0.209 -0.366
Cl 5.643019 2.491852 0.882322 0.156 0.045 -0.205
Cl 1.660777 -5.529519 5.440853 0.036 0.066 0.088
H 0.595868 5.062160 1.359495 -0.004 0.016 -0.053
C -4.649642 -2.545550 2.471825 0.068 0.363 -0.196
H -2.592300 -5.694681 -5.670137 -0.002 -0.033 0.031
Cl 3.584626 -3.948555 -1.029153 0.008 -0.021 -0.033
O -5.021288 0.282599 0.323209 -0.951 0.080 -0.819
Cl 6.912225 1.755713 -3.693917 0.127 0.035 -0.146
Cl -4.283279 -4.057364 1.625008 -0.012 -0.012 -0.009
Cl -1.537002 4.177217 0.957358 0.082 0.194 -0.055
C 4.317835 -0.999736 6.449044 -0.037 -0.030 0.034
Cl -2.700945 -2.785001 -2.657742 -0.021 -0.075 -0.030
C 2.548900 2.433576 3.807238 -0.025 -0.031 0.075
Cl 1.801058 -2.160073 -2.465270 -0.002 -0.309 -0.274
Cl 0.759366 -4.594307 -1.278453 0.075 0.029 -0.019
H 0.351711 3.118975 -4.443405 -0.041 -0.042 -0.011
Cl 2.669301 -1.118273 7.068715 0.043 -0.082 0.033



[4]
63
Properties=species:S:1:pos:R:3:forces:R:3 method="wB97M-V/def2-TZVPD" lumo_energy_ev=0.5 energy_ha=-1207.5506 total_charge=0 largest_force_ev_per_a=2.46 de_lowest_kj_mol=200.2 gap_ev=6.703
H 0.032408 -4.219420 -4.199521 -0.405 -0.297 0.355
O -0.630162 -1.145360 -3.011371 0.830 -0.140 0.496
C 2.263018 -2.886190 0.197689 0.166 0.934 -0.677
H -3.653182 0.590830 -0.474751 -0.193 -0.367 0.480
H -2.795302 -2.098740 1.488359 0.027 0.272 0.301
H -3.114432 -0.068930 -1.828871 0.131 -0.945 0.047
C -0.369892 -3.218130 -4.353411 1.237 0.833 0.018
H -4.131322 1.417330 -3.188281 -0.236 -0.276 0.302
H 2.559638 -3.865630 0.572929 -0.570 -0.183 0.173
H 1.956558 4.138260 3.700129 0.296 0.243 -0.400
H 2.922438 -2.140380 0.641569 0.172 0.003 0.241
C -1.343422 -2.508940 3.399709 0.465 -0.084 0.597
H 1.869508 -1.471440 -4.409151 0.433 0.283 0.029
H 3.635818 1.946190 2.236079 0.170 -0.159 0.323
H -2.499442 3.757320 -1.083411 -0.014 0.604 0.354
H 1.963408 0.240350 -0.851341 -0.129 -0.222 0.067
C -0.273202 3.836500 0.214269 0.531 0.931 -0.606
H 2.354328 -2.807100 -3.333301 -0.206 -0.525 -0.439
H -1.878242 1.739740 -2.431691 0.135 -0.173 0.084
C 2.552398 1.987420 2.123819 -0.427 -0.132 -0.951
H 2.311238 2.894790 1.570079 0.211 0.309 -0.321
O 0.908748 -2.473710 0.418829 1.526 -0.079 -0.130
C -2.192352 2.812500 -0.634951 -0.781 0.484 -1.498
H 2.310178 -0.154980 1.609579 -0.136 -0.132 0.185
H 1.134018 -3.034520 2.440069 0.241 0.116 -0.030
H 2.459988 -2.857190 -0.873971 -0.230 -0.085 0.001
C 0.408738 -2.970450 1.628929 -1.520 0.328 -0.401
H 0.370908 1.212330 2.092289 -0.802 -0.321 0.425
C 0.216218 -2.229290 -3.263831 -0.947 -0.459 0.726
C 2.004628 0.803710 1.190469 1.302 1.360 1.587
H -0.803732 -2.229890 4.304679 0.943 -0.117 -0.258
H -2.751842 2.674330 0.290239 0.347 -0.031 0.506
H -0.417172 -1.052350 2.205599 0.356 -0.040 -0.341
H 0.783788 3.875420 -0.049091 0.160 -0.030 0.439
H 2.097638 -1.312780 -2.620311 -0.362 0.590 -0.088
C -0.762702 -2.076650 2.065849 -0.757 0.301 0.725
N 0.592688 0.922100 1.150649 -1.529 -0.436 0.892
H 0.067948 -3.961190 1.328289 -0.342 -0.537 0.851
H 2.207188 1.919610 -0.591941 -0.005 0.212 0.001
H -2.248432 -1.945340 3.626449 -0.609 -0.619 -0.523
O -0.793612 2.806570 -0.550781 -0.381 -1.004 0.053
H 0.263308 1.703850 0.602499 0.274 -0.161 -0.575
H -1.457142 -3.166540 -4.411141 0.101 -0.179 0.389
C 2.219488 3.192780 4.174509 -0.481 0.008 -0.497
N -2.815842 0.465220 -1.025361 0.410 0.923 -0.781
C -3.991832 2.124480 -2.370611 0.988 0.972 -0.227
H 0.004738 -3.002660 -5.354071 -0.005 0.534 -0.231
H -0.678432 4.782660 -0.144441 -0.243 0.310 0.330
C 2.482608 0.941390 -0.197821 0.716 0.252 -1.658
H -1.820292 -2.807550 0.446529 0.031 -0.277 -0.233
C 1.714448 -1.930300 -3.432671 -0.156 0.319 -0.722
H -1.392332 -3.597580 3.375629 -0.841 -0.021 0.363
H -0.425252 3.705920 1.285679 -0.030 0.079 0.161
H 1.568578 3.175250 5.048639 0.415 -0.371 0.230
Ag -0.662122 -0.736340 -0.544991 -0.032 0.623 -1.412
H -3.946682 3.087360 -2.879461 0.086 0.256 0.025
H 3.542658 0.813280 -0.416841 0.139 -0.049 0.462
C -2.645032 1.804240 -1.659691 -0.921 -0.865 -0.093
H 0.309048 -2.831780 -2.360231 -0.601 -0.741 0.652
O 1.852968 2.100010 3.359769 0.028 -1.084 -0.203
H 3.286408 3.159300 4.395079 -0.012 0.120 0.318
H -4.853382 2.184020 -1.705561 0.014 -0.345 0.116
N -1.880882 -2.013700 1.067999 1.023 -0.716 -0.009